Entry 1:
Entry from the OMol25 dataset: an isolated molecule of C23H29FN2O6S (ωB97M-V/def2-TZVPD).

Values from the calculation:
Molar mass ... 480.558 g/mol
SMILES ... CCOc1ccc(CCNC(=O)c2ccc(F)c(S(=O)(=O)N3CCOCC3)c2)cc1OCC
Relative energy (zero: lowest compared OMol25 entry of this formula, charge and spin) ... 0.0 kcal per mole
HOMO-LUMO gap ... 8.35 eV

Geometry as ORCA input:
```
! wB97M-V def2-TZVPD RIJCOSX def2/J DEFGRID3
* xyz 0 1
C 2.99541 2.63097 -1.92487
C 1.52960 2.40345 -2.25872
H 1.30093 2.77525 -3.26869
O 1.30372 1.00854 -2.19145
C 0.05312 0.51469 -2.39529
C -1.02407 1.29413 -2.80333
C -2.28701 0.75745 -2.98975
C -2.50846 -0.59612 -2.79395
C -1.43027 -1.38417 -2.41636
C -0.15820 -0.86582 -2.20070
O 0.73422 -1.78794 -1.73554
C 2.13954 -1.57411 -1.75121
C 2.70794 -1.53335 -3.16438
H 2.34875 -0.65418 -3.69137
H 3.79241 -1.49413 -3.11625
H 2.40712 -2.42208 -3.71560
H 2.52885 -2.44858 -1.22010
H 2.41032 -0.67348 -1.19513
H -1.56075 -2.44277 -2.24849
C -3.89216 -1.18685 -2.81713
H -4.48220 -0.77857 -3.63777
H -3.81773 -2.26672 -2.94331
C -4.61097 -0.88504 -1.47593
N -3.65772 -0.82130 -0.38914
C -3.17516 -1.94748 0.19246
O -3.79199 -2.99227 0.23706
C -1.78594 -1.82988 0.75629
C -1.07725 -0.63746 0.85723
C 0.25633 -0.64192 1.21160
C 0.88955 -1.83891 1.48964
C 0.19734 -3.03757 1.43378
C -1.13263 -3.02308 1.06141
H -1.69375 -3.94214 0.98037
H 0.71128 -3.95876 1.65791
F 2.18784 -1.85008 1.83158
S 1.09772 0.94627 1.27139
O 0.22761 1.90287 0.65209
O 2.43989 0.82577 0.79951
N 1.17316 1.34746 2.87868
C -0.08290 1.63099 3.53323
H -0.62446 0.70106 3.76947
C 0.22097 2.38887 4.82939
H 0.66867 3.36114 4.57812
O 1.09621 1.65522 5.65258
C 2.31501 1.38862 4.99589
H 2.82043 2.33188 4.74490
C 2.07610 0.58816 3.71381
H 1.64245 -0.38810 3.97821
H 2.99920 0.44054 3.15524
H 2.92315 0.81961 5.70013
H -0.68972 2.54142 5.41040
H -0.67768 2.24009 2.85350
H -1.50886 0.33077 0.65558
H -3.01928 -0.04499 -0.47542
H -5.12227 0.07832 -1.52420
H -5.33414 -1.66846 -1.24760
H -3.09971 1.40477 -3.28456
H -0.88442 2.35167 -2.95628
H 0.89106 2.91218 -1.52647
H 3.21182 3.69539 -1.91360
H 3.20363 2.20558 -0.94689
H 3.62836 2.14317 -2.66199
*
```

***

Entry 2:
Entry from the OMol25 dataset: an isolated molecule of C23H29N3O2 (ωB97M-V/def2-TZVPD).

Values from the calculation:
Molar mass ... 379.504 g/mol
SMILES ... CC(=O)NCCC(=O)NCC1(N(C)Cc2ccccc2)Cc2ccccc2C1
Relative energy (zero: lowest compared OMol25 entry of this formula, charge and spin) ... 20.2 kcal per mole
HOMO-LUMO gap ... 8.61 eV

Geometry as ORCA input:
```
! wB97M-V def2-TZVPD RIJCOSX def2/J DEFGRID3
* xyz 0 1
C -4.90304 -0.65353 -1.85434
C -4.32211 -0.08761 -0.58079
O -3.74509 0.97870 -0.51594
N -4.53221 -0.87181 0.50556
H -4.88166 -1.80477 0.34822
C -3.83060 -0.65593 1.74565
H -4.54959 -0.54278 2.56567
H -3.27775 0.28075 1.63036
C -2.87651 -1.81880 2.06664
C -1.96101 -2.09315 0.88168
O -2.38822 -2.53955 -0.16741
N -0.66196 -1.80030 1.08125
H -0.36305 -1.44403 1.97480
C 0.34745 -1.98244 0.06587
H 1.14541 -2.62265 0.45727
H -0.14617 -2.49701 -0.76054
C 1.00110 -0.66604 -0.45027
N 0.07280 0.30469 -0.98673
C -0.80101 -0.18686 -2.03289
H -1.57356 -0.87885 -1.67463
H -0.20916 -0.69019 -2.79553
H -1.29758 0.66625 -2.49236
C -0.59166 1.17544 -0.02919
C 0.09740 2.51253 0.09254
C 0.81929 3.03829 -0.97135
C 1.43625 4.27111 -0.86290
C 1.33520 4.99941 0.31057
C 0.61268 4.48653 1.37409
C 0.00016 3.25077 1.26505
H -0.56373 2.85557 2.09927
H 0.52844 5.04985 2.29250
H 1.81650 5.96274 0.39606
H 1.99717 4.66760 -1.69717
H 0.89707 2.46237 -1.88061
H -0.66624 0.72229 0.96655
H -1.61757 1.35496 -0.36631
C 1.88609 -0.06217 0.66624
C 3.20071 -0.76120 0.50702
C 4.24265 -0.86717 1.40511
C 5.38027 -1.56783 1.02695
C 5.46758 -2.14580 -0.22784
C 4.41943 -2.03604 -1.13202
C 3.28801 -1.34235 -0.75475
C 2.03479 -1.08428 -1.53141
H 1.71679 -1.95238 -2.10818
H 2.18776 -0.24861 -2.21830
H 4.48937 -2.48924 -2.11011
H 6.35856 -2.68959 -0.50557
H 6.20360 -1.66429 1.71947
H 4.17693 -0.41616 2.38483
H 1.46869 -0.18605 1.66586
H 2.01606 1.00765 0.48786
H -3.46713 -2.72085 2.24370
H -2.31016 -1.58824 2.96897
H -4.80817 0.07530 -2.65361
H -5.95010 -0.91164 -1.71616
H -4.34924 -1.55260 -2.11868
*
```

***

Entry 3:
Entry from the OMol25 dataset: an isolated molecule of C23H29N3O3 (ωB97M-V/def2-TZVPD).

Values from the calculation:
Molar mass ... 395.503 g/mol
Relative energy (zero: lowest compared OMol25 entry of this formula, charge and spin) ... 64.6 kcal per mole
HOMO-LUMO gap ... 9.46 eV

Geometry as ORCA input:
```
! wB97M-V def2-TZVPD RIJCOSX def2/J DEFGRID3
* xyz 0 1
C -2.80632 1.56278 2.70157
C -3.24180 1.28959 1.27499
C -3.16898 -0.18316 0.85992
N -3.05808 -0.11758 -0.59471
C -3.14933 -1.15943 -1.45603
O -3.08892 -0.99970 -2.66480
C -3.32812 -2.52741 -0.82322
C -3.30675 -3.64016 -1.86258
C -1.92691 -3.90744 -2.47300
C -1.35263 -5.06931 -1.64606
N -2.55115 -5.73248 -1.16340
C -3.66448 -4.94862 -1.16542
O -4.73464 -5.23219 -0.67024
C -2.88166 1.25221 -1.07849
C -2.42567 1.98927 0.17782
N -0.99918 1.82944 0.39164
C -0.11250 2.83829 0.17383
O -0.44322 3.97544 -0.10799
C 1.32663 2.45012 0.31821
C 2.40906 2.58367 -0.77990
C 3.14541 2.03854 0.47722
C 4.58777 1.70719 0.60678
C 4.99564 0.44871 1.03185
C 6.34566 0.14848 1.15737
C 7.30078 1.10710 0.85747
C 6.90153 2.36728 0.43041
C 5.55414 2.66410 0.30596
C 1.94685 1.07465 0.67606
C 2.34129 3.09247 1.29338
H -1.77481 1.24752 2.86528
H -2.86881 2.62765 2.92785
H -3.44008 1.02969 3.41172
H -4.27664 1.61908 1.14257
H -2.29163 -0.67047 1.30636
H -4.04893 -0.74275 1.18004
H -2.54860 -2.68361 -0.06846
H -4.28160 -2.55201 -0.28778
H -4.05318 -3.41647 -2.62208
H -2.03715 -4.21584 -3.51189
H -1.28549 -3.02870 -2.46143
H -0.74436 -5.74275 -2.24919
H -0.73552 -4.71181 -0.81497
H -2.53896 -6.57835 -0.61833
H -2.15044 1.28606 -1.88311
H -3.82507 1.65372 -1.45902
H -2.61113 3.05935 0.12684
H -0.62276 0.90402 0.51756
H 2.32870 1.89957 -1.62524
H 2.64837 3.60060 -1.08651
H 4.25002 -0.30227 1.26516
H 6.64990 -0.83597 1.48918
H 8.35340 0.87497 0.95411
H 7.64316 3.11919 0.19320
H 5.24488 3.64764 -0.02876
H 1.78090 0.71535 1.69393
H 1.84222 0.28121 -0.06742
H 2.57975 4.13868 1.10924
H 2.19949 2.87485 2.35247
*
```

***

Entry 4:
Entry from the OMol25 dataset: C23H29N3O3SiTm as an isolated structure (ωB97M-V/def2-TZVPD).

Values from the calculation:
Molar mass ... 592.523 g/mol
Relative energy (zero: lowest compared OMol25 entry of this formula, charge and spin) ... 4.6 kcal per mole
HOMO-LUMO gap (spin up / spin down) ... 7.44 / 7.45 eV

Geometry as ORCA input:
```
! wB97M-V def2-TZVPD RIJCOSX def2/J DEFGRID3
* xyz 1 3
Tm 0.12443 0.45033 0.56316
C 2.56829 -1.82558 3.50310
Si 0.81502 -1.82952 2.99459
C -0.04290 -0.28919 3.76978
C -0.19831 -3.12662 3.77660
N 0.53826 -1.63501 1.25740
C 0.27030 -2.66836 0.41381
C 0.65873 -3.98676 0.66755
C 0.34120 -5.03012 -0.22953
C -0.39730 -4.73433 -1.33646
C -0.79503 -3.42682 -1.63911
C -0.45449 -2.45098 -0.75610
O -0.78709 -1.11703 -1.01223
C -0.83122 -0.77125 -2.37124
C -2.03579 -0.25891 -2.86625
C -2.03393 0.12836 -4.21944
C -0.89599 0.03692 -5.01666
C 0.27416 -0.44796 -4.41483
C 0.34117 -0.89301 -3.08228
H 2.76397 -1.72905 4.59431
H 3.20576 -1.17047 2.91853
H 2.97998 -2.83919 3.19395
H 0.15142 -0.25946 4.83228
H -1.09093 -0.57896 3.69383
H 0.02517 0.79578 3.56715
H -1.14422 -2.72284 4.11768
H 0.31222 -3.43388 4.69174
H -0.40060 -3.94951 3.14278
H 1.18356 -4.16193 1.62019
H 0.63707 -6.03524 -0.03798
H -0.67860 -5.51879 -2.05670
H -1.41022 -3.20369 -2.51148
H -2.97124 -0.18639 -2.20051
H -2.96832 0.40028 -4.69757
H -0.96115 0.36162 -6.03883
H 1.17926 -0.62197 -4.98605
H 1.20346 -1.33042 -2.62392
C -2.44684 4.45378 2.21190
O -1.03798 4.21566 2.49224
C -0.51056 3.08344 2.06093
O -1.14922 2.12805 1.58056
N 0.80727 3.04477 2.38114
N 1.55619 2.01917 1.81256
H -2.62271 5.46514 2.55610
H -3.01250 3.75598 2.82501
H -2.70776 4.29096 1.16460
H 1.30589 3.86310 2.67198
H 2.08678 1.52274 2.55162
H 2.15011 2.40276 1.07473
C 0.30812 3.43258 -3.34867
C -0.74398 3.05269 -2.48146
C -0.38184 2.17735 -1.38748
C 0.94756 1.63529 -1.14530
C 1.90029 2.10784 -2.01959
C 1.58891 3.02226 -3.01285
H 0.15131 4.08182 -4.21674
H -1.73201 3.34884 -2.69205
H -1.30163 1.81025 -0.84830
H 2.92562 1.78803 -1.79790
H 2.44289 3.35748 -3.65430
*
```